Record 1
DFT (ωB97M-V with the def2-TZVPD basis set) results for a 2-piece molecular cluster, C4H13NO overall.

The geometry in XYZ format:
```
19
C4H13NO, DFT ωB97M-V with the def2-TZVPD basis set
C -0.649 1.702 -0.108
C -0.476 0.871 -1.365
N 0.375 -0.337 -1.257
C 1.536 -0.220 -0.375
C 1.730 -1.451 0.523
H -0.641 1.166 0.838
H -1.580 2.291 -0.100
H 0.029 2.550 -0.182
H -1.413 0.530 -1.820
H -0.130 1.529 -2.169
H -0.234 -0.979 -0.802
H 2.444 -0.137 -0.989
H 1.694 0.671 0.241
H 1.135 -2.334 0.272
H 2.746 -1.781 0.417
H 1.513 -1.284 1.574
H -2.660 -0.326 2.304
H -2.689 -1.233 1.022
O -2.730 -1.228 1.977
```

The maximum force is 1.6 eV Å⁻¹. The value obtained for the relative energy (zero: lowest compared OMol25 entry of this formula, charge and spin) is 1.226 eV. The HOMO-LUMO gap comes out at 9.76 eV. Its SMILES is CCNCC.O.

***

Record 2
DFT (ωB97M-V with the def2-TZVPD basis set) results for a 3-piece molecular cluster, C4H13NO2 overall.

The geometry in XYZ format:
```
20
C4H13NO2, DFT ωB97M-V with the def2-TZVPD basis set
C 2.138 -1.168 1.388
N -0.141 0.009 0.133
C 0.975 -0.352 -0.650
C 2.031 -0.939 -0.094
C 0.850 0.048 -2.091
H 1.176 -1.527 1.753
H 2.925 -1.889 1.589
H 2.389 -0.239 1.889
H 0.105 0.460 1.004
H -0.828 0.590 -0.343
H 2.831 -1.310 -0.717
H 1.538 -0.526 -2.704
H 0.950 1.138 -2.175
H -0.197 -0.046 -2.413
H -0.816 3.209 -2.484
H -1.417 4.062 -3.594
O -0.679 4.055 -2.964
H -5.191 -1.604 4.628
H -4.170 -2.439 3.851
O -4.467 -1.532 3.992
```

The maximum force is 0.9 eV Å⁻¹. Its net charge is -1. As for the spin multiplicity: 2. The value obtained for the relative energy (zero: lowest compared OMol25 entry of this formula, charge and spin) is 0.448 eV. The HOMO-LUMO gap (alpha / beta) comes out at 1.80 / 7.43 eV.

***

Record 3
DFT (ωB97M-V with the def2-TZVPD basis set) results for a 2-piece molecular cluster, C4H13NO2 overall.

The geometry in XYZ format:
```
20
C4H13NO2, DFT ωB97M-V with the def2-TZVPD basis set
C -0.156 -1.786 0.011
C 0.712 -1.114 -1.025
C 1.741 -0.193 -0.355
N -0.083 -0.416 -2.059
C -0.596 0.869 -1.790
O -1.577 0.865 -0.739
H -0.866 -1.070 0.464
H -0.847 -2.591 -0.278
H 0.355 -2.134 0.925
H 1.254 -1.875 -1.589
H 2.628 -0.815 -0.206
H 1.894 0.706 -0.929
H 1.386 0.059 0.644
H -0.826 -1.000 -2.404
H 0.156 1.597 -1.504
H -1.043 1.272 -2.687
H -2.310 1.455 -0.943
H 0.387 2.245 4.693
H -0.139 1.108 5.625
O 0.004 1.348 4.693
```

The maximum force is 2.5 eV Å⁻¹. Its net charge is -1. As for the spin multiplicity: 2. The value obtained for the relative energy (zero: lowest compared OMol25 entry of this formula, charge and spin) is 0.828 eV. The HOMO-LUMO gap (alpha / beta) comes out at 2.05 / 9.75 eV.

***

Record 4
DFT (ωB97M-V with the def2-TZVPD basis set) results for a 2-piece molecular cluster, C4H13NO2 overall.

The geometry in XYZ format:
```
20
C4H13NO2, DFT ωB97M-V with the def2-TZVPD basis set
C 0.133 -1.337 -0.375
N 0.422 0.081 -0.215
C 1.516 0.454 0.578
O 2.757 0.400 -0.149
C -1.299 -1.516 -0.880
C -1.586 -1.037 -2.305
H 0.150 -1.749 0.636
H 0.877 -1.818 -1.026
H 0.312 0.598 -1.073
H 1.358 1.426 1.058
H 1.614 -0.256 1.389
H 3.365 1.106 0.081
H -1.649 -2.514 -0.660
H -1.871 -0.903 -0.193
H -0.691 -0.608 -2.768
H -2.353 -0.269 -2.309
H -1.898 -1.867 -2.940
H -0.197 4.019 3.517
H -0.201 2.501 3.850
O -0.758 3.288 3.782
```

The maximum force is 0.8 eV Å⁻¹. The value obtained for the relative energy (zero: lowest compared OMol25 entry of this formula, charge and spin) is 0.942 eV. The HOMO-LUMO gap comes out at 9.56 eV. Its SMILES is CCCNCO.O.